Computed, not measured: a structure of composition CsF16N8Na3O32S16 in a non-equilibrium geometry, with ωB97M-V with the def2-TZVPD basis set.

Positions of all 76 atoms, in Å:
Na (2.91, 2.06, 1.26)
Na (3.90, -3.02, 1.97)
Na (-0.15, 2.57, 1.28)
Cs (-2.19, -2.74, -0.89)
N (-0.23, -1.77, -6.41)
S (0.15, -1.53, -4.80)
O (1.46, -1.08, -4.46)
O (-0.49, -2.48, -3.95)
F (-0.72, -0.22, -4.58)
S (0.60, -3.11, -6.66)
O (-0.14, -4.31, -6.37)
O (2.02, -3.13, -6.47)
F (0.45, -3.12, -8.28)
N (2.38, 5.11, -5.19)
S (1.78, 3.90, -4.24)
O (1.12, 2.80, -4.86)
O (1.36, 4.42, -2.97)
F (3.17, 3.20, -3.87)
S (1.10, 5.52, -6.02)
O (0.01, 6.06, -5.27)
O (0.79, 4.70, -7.16)
F (1.82, 6.79, -6.73)
N (-1.60, 3.83, 0.05)
S (-2.62, 3.14, -0.95)
O (-3.18, 4.14, -1.81)
O (-3.36, 2.00, -0.52)
F (-1.46, 2.44, -1.79)
S (-2.71, 4.56, 1.09)
O (-4.04, 4.05, 1.17)
O (-2.55, 5.98, 1.16)
F (-2.00, 4.15, 2.46)
N (-4.30, 0.62, 3.10)
S (-4.00, -0.85, 2.60)
O (-3.87, -1.85, 3.61)
O (-3.13, -0.90, 1.46)
F (-5.43, -1.13, 1.93)
S (-2.76, 1.01, 3.56)
O (-1.98, 1.46, 2.45)
O (-2.19, 0.30, 4.66)
F (-3.16, 2.37, 4.29)
N (3.07, -4.47, 0.39)
S (2.33, -4.40, -0.97)
O (0.95, -4.04, -1.01)
O (2.83, -5.27, -2.00)
F (2.96, -2.99, -1.39)
S (2.67, -6.04, 0.76)
O (3.55, -7.03, 0.24)
O (1.29, -6.39, 0.75)
F (2.99, -5.90, 2.32)
N (-1.19, -4.34, 4.70)
S (-0.72, -3.76, 3.30)
O (-1.73, -3.46, 2.32)
O (0.57, -4.15, 2.79)
F (-0.42, -2.27, 3.82)
S (-2.15, -5.56, 4.24)
O (-1.60, -6.41, 3.22)
O (-3.57, -5.42, 4.36)
F (-1.87, -6.48, 5.55)
N (1.40, 3.33, 2.80)
S (1.58, 2.82, 4.42)
O (0.38, 2.54, 5.11)
O (2.65, 3.45, 5.13)
F (2.22, 1.43, 3.93)
S (1.40, 4.88, 3.07)
O (2.59, 5.65, 2.91)
O (0.43, 5.30, 4.02)
F (0.63, 5.15, 1.68)
N (1.28, 0.72, 0.27)
S (1.01, -0.77, 1.11)
O (2.21, -1.40, 1.59)
O (0.04, -1.67, 0.61)
F (0.42, -0.09, 2.38)
S (1.25, 0.19, -1.19)
O (0.06, -0.46, -1.62)
O (2.51, -0.31, -1.65)
F (1.22, 1.66, -1.81)

The energy above the lowest of the compared OMol25 structures with the same formula, charge and spin is 0.0 kcal per mole. Its energy is -11321.8116 hartree. Its gap between HOMO and LUMO is 6.0 eV. The molecular weight comes out at 1642.94 g/mol. The LUMO energy comes out at 4.3 eV. The value obtained for the HOMO energy is -1.64 eV. As for the total charge: -4.

---

Computed, not measured: a structure of composition CsF2NO4S2 in a non-equilibrium geometry, with ωB97M-V with the def2-TZVPD basis set.

Positions of all 10 atoms, in Å:
Cs (1.86, 1.50, 1.66)
N (0.78, 0.09, 0.23)
S (-0.59, 0.23, 0.75)
O (-1.21, -0.85, 1.56)
O (-1.52, 1.17, 0.14)
F (-0.03, 1.18, 1.90)
S (0.12, -0.64, -1.19)
O (-0.33, 0.34, -2.18)
O (-0.60, -1.89, -1.04)
F (1.52, -1.13, -1.81)

The energy above the lowest of the compared OMol25 structures with the same formula, charge and spin is 163.3 kcal per mole. Its energy is -1371.7226 hartree. Its gap between HOMO and LUMO is 10.2 eV. The molecular weight comes out at 313.04 g/mol. The LUMO energy comes out at -0.7 eV. The value obtained for the HOMO energy is -10.87 eV. As for the total charge: 0.

---

Computed, not measured: a structure of composition CsH30O19P in a non-equilibrium geometry, with ωB97M-V with the def2-TZVPD basis set.

Positions of all 51 atoms, in Å:
Cs (1.33, 19.12, 8.69)
P (0.63, 16.01, 4.01)
O (-0.33, 17.22, 4.16)
O (0.11, 14.68, 4.67)
O (1.99, 16.40, 4.76)
O (0.80, 15.82, 2.45)
O (-2.97, 16.25, 7.16)
H (-2.60, 16.91, 6.58)
H (-2.58, 15.43, 6.85)
O (1.55, 15.06, -2.53)
H (2.33, 15.56, -2.75)
H (1.21, 15.48, -1.74)
O (4.80, 19.75, 3.56)
H (4.21, 20.49, 3.43)
H (4.29, 19.12, 4.08)
O (4.50, 16.76, 0.53)
H (4.50, 17.58, 1.02)
H (3.68, 16.33, 0.78)
O (0.19, 19.02, -0.16)
H (0.39, 18.23, 0.34)
H (0.34, 19.74, 0.45)
O (0.51, 21.23, 3.36)
H (-0.11, 21.85, 3.75)
H (0.16, 20.36, 3.59)
O (-3.75, 16.49, 1.85)
H (-3.46, 15.59, 1.71)
H (-3.06, 16.88, 2.39)
O (2.68, 12.63, 7.31)
H (3.52, 12.81, 6.88)
H (2.03, 13.03, 6.74)
O (2.92, 12.46, 0.63)
H (2.42, 13.19, 0.98)
H (2.87, 12.57, -0.32)
O (5.34, 13.98, 4.30)
H (4.73, 14.67, 4.58)
H (5.11, 13.83, 3.38)
O (0.58, 10.64, 3.57)
H (1.23, 10.75, 2.87)
H (0.35, 11.54, 3.83)
O (-1.92, 12.97, 1.20)
H (-1.17, 13.56, 1.19)
H (-1.98, 12.66, 2.10)
O (-3.58, 20.57, 4.07)
H (-3.04, 21.34, 3.89)
H (-2.95, 19.85, 4.15)
O (-1.87, 11.52, 7.68)
H (-1.61, 12.13, 6.98)
H (-1.59, 10.66, 7.37)
O (5.86, 16.75, 8.17)
H (5.26, 16.41, 7.50)
H (6.36, 17.43, 7.73)

The energy above the lowest of the compared OMol25 structures with the same formula, charge and spin is 235.1 kcal per mole. Its energy is -1809.0532 hartree. Its gap between HOMO and LUMO is 1.9 eV. The molecular weight comes out at 498.10 g/mol. The LUMO energy comes out at 2.1 eV. The value obtained for the HOMO energy is 0.18 eV. As for the total charge: -2.

---

Computed, not measured: a structure of composition CsH36O18, with ωB97M-V with the def2-TZVPD basis set.

Positions of all 55 atoms, in Å:
Cs (0.22, -0.64, -0.89)
O (0.62, 3.85, -1.39)
H (0.84, 4.68, -0.96)
H (0.63, 4.07, -2.33)
O (-2.43, 2.62, 1.66)
H (-2.22, 3.00, 2.51)
H (-3.37, 2.78, 1.55)
O (-1.71, 1.91, -0.98)
H (-2.06, 2.05, -0.10)
H (-1.28, 2.74, -1.20)
O (2.61, -0.78, -2.68)
H (3.16, -1.16, -2.00)
H (3.03, -1.04, -3.50)
O (3.70, 2.23, 0.81)
H (4.35, 2.78, 1.25)
H (3.39, 2.77, 0.09)
O (-2.44, 2.28, -3.63)
H (-2.37, 1.57, -4.27)
H (-2.37, 1.85, -2.78)
O (1.52, -2.87, 0.60)
H (2.02, -2.72, 1.40)
H (2.18, -3.14, -0.04)
O (-2.46, -2.46, -1.56)
H (-2.36, -3.36, -1.88)
H (-3.34, -2.20, -1.82)
O (-4.65, -1.31, 0.43)
H (-5.23, -1.78, 1.03)
H (-4.14, -1.99, -0.01)
O (2.82, 1.16, 3.72)
H (2.64, 1.36, 2.80)
H (3.44, 1.83, 4.00)
O (-2.97, -0.31, 2.59)
H (-3.28, -0.69, 1.77)
H (-2.43, 0.43, 2.32)
O (-4.96, 1.40, -0.45)
H (-4.14, 1.31, -0.94)
H (-5.20, 0.50, -0.23)
O (-0.61, -4.90, 1.73)
H (-0.92, -5.01, 0.83)
H (0.08, -4.24, 1.67)
O (0.38, 1.64, 1.32)
H (0.84, 2.37, 0.91)
H (-0.42, 2.03, 1.67)
O (3.44, -3.83, -1.01)
H (3.74, -4.73, -1.09)
H (4.20, -3.30, -1.22)
O (0.67, 0.76, -4.11)
H (-0.11, 0.65, -4.65)
H (1.16, -0.05, -4.22)
O (1.65, -1.41, 3.10)
H (2.34, -1.57, 3.75)
H (1.58, -0.46, 3.06)
O (3.30, -0.49, 0.85)
H (3.48, 0.45, 0.74)
H (3.42, -0.64, 1.79)

The energy above the lowest of the compared OMol25 structures with the same formula, charge and spin is 0.0 kcal per mole. Its energy is -1395.9126 hartree. Its gap between HOMO and LUMO is 10.1 eV. The molecular weight comes out at 457.18 g/mol. The LUMO energy comes out at -2.8 eV. The value obtained for the HOMO energy is -12.85 eV. As for the total charge: +1.

---

Computed, not measured: a structure of composition CuF4I3Zr in a non-equilibrium geometry, with ωB97M-V with the def2-TZVPD basis set.

Positions of all 9 atoms, in Å:
Cu (-1.42, -1.21, 2.55)
Zr (0.44, 0.05, -0.92)
F (0.92, 2.06, -0.37)
F (-0.78, -0.08, 0.73)
F (-0.52, -1.99, -1.63)
F (1.70, -0.47, -2.70)
I (2.54, -0.95, 1.02)
I (-1.29, 1.43, 3.93)
I (-1.58, 1.16, -2.61)

As for the spin multiplicity: 2. Its energy is -2980.3569 hartree. Its gap between HOMO and LUMO (spin up / spin down) is 5.1 / 2.6 eV. The expectation value of S² is 0.75. The molecular weight comes out at 611.47 g/mol. The LUMO energy (spin up / spin down) comes out at 0.0 / -2.5 eV. The value obtained for the HOMO energy (spin up / spin down) is -5.12 / -5.12 eV. As for the total charge: -1.

---

Computed, not measured: a structure of composition F10N5O20S10Tl in a non-equilibrium geometry, with ωB97M-V with the def2-TZVPD basis set.

Positions of all 46 atoms, in Å:
Tl (21.26, -12.98, 5.28)
N (18.40, -17.94, 1.39)
S (17.34, -18.73, 2.24)
O (16.07, -19.05, 1.59)
O (17.29, -18.57, 3.66)
F (18.16, -20.15, 2.13)
S (17.79, -16.37, 1.81)
O (18.64, -15.62, 2.76)
O (16.33, -16.15, 1.75)
F (18.27, -15.64, 0.48)
N (24.22, -13.12, 2.47)
S (24.83, -14.43, 1.55)
O (26.13, -14.33, 0.90)
O (23.84, -15.30, 0.88)
F (25.31, -15.37, 2.77)
S (24.98, -12.06, 1.68)
O (24.37, -11.70, 0.39)
O (26.35, -11.82, 1.95)
F (24.54, -10.77, 2.65)
N (23.67, -10.59, 7.40)
S (25.38, -10.45, 7.58)
O (25.97, -10.92, 8.80)
O (26.00, -9.30, 6.98)
F (25.73, -11.60, 6.47)
S (23.46, -9.91, 8.70)
O (23.78, -8.51, 8.88)
O (23.45, -10.66, 9.94)
F (21.88, -9.71, 8.34)
N (22.94, -16.22, 6.92)
S (22.00, -17.64, 7.11)
O (20.91, -17.38, 7.99)
O (22.50, -19.01, 6.93)
F (21.28, -17.52, 5.66)
S (24.02, -16.78, 7.79)
O (25.14, -17.40, 7.10)
O (23.66, -17.21, 9.16)
F (24.59, -15.35, 8.13)
N (18.01, -13.47, 7.61)
S (18.01, -13.67, 9.33)
O (17.35, -14.81, 10.00)
O (18.11, -12.36, 10.03)
F (19.59, -14.13, 9.46)
S (16.54, -13.84, 7.46)
O (15.61, -12.95, 8.11)
O (16.19, -15.26, 7.39)
F (16.50, -13.39, 5.92)

The energy above the lowest of the compared OMol25 structures with the same formula, charge and spin is 203.5 kcal per mole. Its energy is -6931.1339 hartree. Its gap between HOMO and LUMO is 1.6 eV. The molecular weight comes out at 1105.05 g/mol. The LUMO energy comes out at -4.8 eV. The value obtained for the HOMO energy is -6.42 eV. As for the total charge: -2.

---

Computed, not measured: a structure of composition F14KN7O28S14 in a non-equilibrium geometry, with ωB97M-V with the def2-TZVPD basis set.

Positions of all 64 atoms, in Å:
K (-1.84, 0.43, 0.02)
N (3.01, 4.04, 3.95)
S (2.15, 2.85, 3.79)
O (0.82, 2.93, 3.20)
O (2.29, 1.91, 4.92)
F (2.98, 2.21, 2.58)
S (1.84, 5.02, 4.73)
O (1.00, 4.53, 5.82)
O (1.20, 6.01, 3.82)
F (2.95, 5.92, 5.42)
N (-1.36, 5.98, 0.90)
S (-2.30, 4.58, 1.51)
O (-1.75, 3.21, 1.38)
O (-3.74, 4.82, 1.27)
F (-2.19, 4.91, 3.07)
S (-0.16, 5.19, 0.35)
O (-0.44, 4.54, -0.90)
O (0.93, 4.88, 1.25)
F (0.56, 6.57, -0.21)
N (1.84, -3.49, -3.39)
S (3.12, -3.43, -2.24)
O (2.82, -3.93, -0.92)
O (4.21, -2.51, -2.46)
F (3.80, -4.78, -2.82)
S (1.49, -1.96, -2.96)
O (2.28, -0.85, -3.39)
O (0.60, -1.83, -1.84)
F (0.28, -1.83, -4.12)
N (3.93, -2.92, 2.20)
S (2.67, -1.87, 1.82)
O (2.63, -1.23, 0.49)
O (2.08, -1.17, 3.02)
F (1.67, -3.04, 1.59)
S (5.05, -1.81, 2.01)
O (5.05, -0.77, 3.00)
O (5.50, -1.54, 0.63)
F (6.29, -2.74, 2.50)
N (0.74, 1.53, -3.95)
S (-0.97, 1.78, -3.67)
O (-1.61, 2.98, -4.09)
O (-1.45, 1.33, -2.37)
F (-1.48, 0.74, -4.76)
S (1.26, 2.41, -2.86)
O (1.12, 1.83, -1.52)
O (1.34, 3.87, -3.03)
F (2.79, 1.82, -3.09)
N (-5.21, -2.80, 0.11)
S (-5.50, -1.61, -0.67)
O (-4.47, -0.60, -0.90)
O (-6.89, -1.22, -0.57)
F (-5.45, -2.38, -2.06)
S (-5.07, -1.91, 1.55)
O (-6.33, -1.59, 2.20)
O (-3.89, -1.14, 1.70)
F (-4.68, -3.23, 2.38)
N (-2.58, -5.17, -1.42)
S (-2.32, -4.20, -2.58)
O (-1.22, -4.62, -3.48)
O (-2.50, -2.84, -2.45)
F (-3.63, -4.64, -3.49)
S (-1.09, -4.66, -0.58)
O (-1.02, -3.41, 0.22)
O (0.10, -5.28, -1.24)
F (-1.25, -5.82, 0.61)

The energy above the lowest of the compared OMol25 structures with the same formula, charge and spin is 227.7 kcal per mole. Its energy is -10061.9863 hartree. Its gap between HOMO and LUMO is 6.3 eV. The molecular weight comes out at 1300.03 g/mol. The LUMO energy comes out at 9.8 eV. The value obtained for the HOMO energy is 3.46 eV. As for the total charge: -6.

---

Computed, not measured: a structure of composition F18H6N9Na3O39S18 in a non-equilibrium geometry, with ωB97M-V with the def2-TZVPD basis set.

Positions of all 93 atoms, in Å:
Na (3.44, -1.13, -1.37)
Na (-3.72, -0.55, -0.84)
Na (-1.99, 2.40, -1.72)
N (-5.59, 3.01, 0.28)
S (-7.26, 2.78, 0.10)
O (-8.14, 3.69, 0.83)
O (-7.61, 1.37, -0.18)
F (-7.17, 3.36, -1.41)
S (-5.70, 2.71, 1.84)
O (-6.16, 1.43, 2.40)
O (-5.88, 3.92, 2.63)
F (-4.11, 2.59, 2.07)
N (4.35, 1.04, 3.40)
S (3.54, -0.22, 2.73)
O (3.65, -1.51, 3.39)
O (3.43, -0.18, 1.26)
F (2.09, 0.42, 3.21)
S (5.66, 0.56, 2.89)
O (6.07, 1.02, 1.55)
O (6.17, -0.73, 3.38)
F (6.41, 1.57, 3.90)
N (2.50, 3.70, 4.98)
S (2.31, 5.09, 6.06)
O (1.43, 4.93, 7.19)
O (2.42, 6.41, 5.45)
F (3.80, 4.91, 6.76)
S (1.00, 3.68, 4.68)
O (0.53, 4.89, 3.98)
O (0.18, 2.93, 5.64)
F (1.12, 2.68, 3.47)
N (1.59, -4.59, 1.89)
S (1.51, -4.29, 0.48)
O (2.20, -3.11, 0.01)
O (0.31, -4.76, -0.24)
F (2.62, -5.41, 0.08)
S (0.49, -3.33, 2.26)
O (-0.92, -3.54, 1.98)
O (1.03, -1.97, 2.10)
F (0.65, -3.59, 3.82)
N (-1.68, 2.37, -6.41)
S (-0.41, 3.12, -6.14)
O (0.75, 2.70, -6.93)
O (-0.23, 3.81, -4.82)
F (-0.78, 4.40, -7.03)
S (-1.27, 1.16, -5.29)
O (-1.47, 1.44, -3.88)
O (-0.21, 0.16, -5.61)
F (-2.51, 0.26, -5.52)
N (3.81, 0.67, -3.06)
S (2.87, 1.17, -4.05)
O (3.41, 1.82, -5.28)
O (1.55, 1.58, -3.69)
F (2.60, -0.29, -4.62)
S (4.24, 2.25, -2.64)
O (3.42, 2.95, -1.70)
O (4.90, 3.10, -3.66)
F (5.55, 1.86, -1.73)
N (-5.44, -1.49, 4.14)
S (-4.10, -1.77, 3.55)
O (-3.97, -2.76, 2.50)
O (-2.90, -1.44, 4.32)
F (-4.22, -0.55, 2.54)
S (-5.08, -2.64, 5.41)
O (-4.21, -2.20, 6.49)
O (-5.14, -4.08, 5.01)
F (-6.55, -2.51, 6.16)
N (-1.49, 0.30, -0.45)
S (-0.22, -0.60, -1.10)
O (-0.16, -1.99, -0.63)
O (1.09, 0.02, -1.33)
F (-0.86, -0.72, -2.54)
S (-0.95, 0.31, 1.01)
O (0.37, 0.84, 1.23)
O (-1.40, -0.78, 1.85)
F (-1.85, 1.61, 1.34)
N (1.89, -3.29, -5.79)
S (3.49, -3.84, -5.71)
O (3.67, -5.23, -5.49)
O (4.50, -2.86, -5.28)
F (3.62, -3.82, -7.33)
S (1.68, -3.48, -4.29)
O (2.33, -2.70, -3.29)
O (1.12, -4.75, -3.89)
F (0.36, -2.58, -4.30)
O (-1.51, -4.66, -2.26)
H (-1.95, -3.85, -2.52)
H (-1.41, -4.59, -1.31)
O (2.21, 2.82, 0.84)
H (1.73, 1.99, 0.87)
H (2.40, 2.95, -0.09)
O (-2.67, -2.76, 0.08)
H (-3.32, -3.05, 0.72)
H (-1.87, -2.63, 0.59)

Its energy is -12882.0222 hartree. Its gap between HOMO and LUMO is 5.8 eV. The molecular weight comes out at 1744.21 g/mol. The LUMO energy comes out at 7.7 eV. The value obtained for the HOMO energy is 1.84 eV. As for the total charge: -6.

---

Q: Number 6 is which compound?
A: F10N5O20S10Tl

---

Q: The highest total charge belongs to which entry?
A: CsH36O18

---

Q: Which of these has the lowest molecular weight?
A: CsF2NO4S2

---

Q: What is the formula in the third record?
A: CsH30O19P